1.
The following is a DFT calculation (ωB97M-V/def2-TZVPD) of C22H20BCaF5N8S as an isolated structure at a distorted geometry.

<S²>: 0.778
Total charge: +1
Energy relative to the best compared isomer or geometry (same formula, charge and spin): 11.79 kJ/mol
Molar mass: 574.40 g mol⁻¹
LUMO level (spin up / spin down): -2.92 / -6.43 eV
Spin multiplicity: 2

Cartesian coordinates (Å):
H1 -0.173 4.138 -4.021
C1 -2.386 -2.500 -0.130
C2 0.210 2.283 -3.038
N1 1.222 -2.114 -2.076
H2 2.001 -0.331 -3.776
H3 -1.510 3.569 -3.031
N2 -1.610 -0.396 -0.235
F1 -4.678 1.511 3.403
H4 -0.451 -3.341 -0.883
C3 1.817 -4.163 -2.343
B1 0.794 -0.905 -1.286
F2 -4.567 2.085 6.019
H5 -0.071 4.278 -2.279
H6 0.706 -4.468 -4.263
N3 -0.033 1.452 -2.024
C4 2.502 -5.465 -2.071
H7 2.458 -6.106 -2.949
N4 1.823 -0.488 -0.164
N5 1.937 -3.141 -1.517
C5 3.338 2.198 1.713
C6 -3.956 -0.553 0.536
H8 2.032 -5.997 -1.244
C7 -0.422 3.635 -3.089
C8 1.365 0.459 -3.418
C9 2.947 0.910 1.066
H9 -4.743 -1.304 0.509
F3 -2.352 3.099 7.152
C10 -1.242 2.742 3.687
H10 1.468 2.120 -4.861
C11 3.620 -0.305 1.113
C12 1.090 1.700 -3.946
Ca1 -0.367 1.484 0.210
N6 -0.626 -1.266 -0.654
H11 3.121 3.050 1.069
H12 3.013 -2.189 0.050
C13 -2.358 2.824 5.862
C14 2.873 -1.159 0.330
C15 0.627 -2.539 -3.220
F4 -0.166 3.546 5.630
F5 -2.501 1.930 1.839
H13 2.843 2.350 2.673
C16 -3.506 2.298 5.281
N7 1.854 0.817 0.301
H14 -4.261 0.271 -0.108
S1 0.122 3.002 2.750
C17 -2.445 2.211 3.154
C18 -1.086 -2.523 -0.586
H15 4.537 -0.527 1.629
H16 -3.895 -0.183 1.558
C19 -1.248 3.046 5.076
N8 0.674 0.304 -2.278
C20 -3.558 1.993 3.912
H17 -0.021 -1.892 -3.787
H18 -3.044 -3.337 0.018
H19 4.409 2.199 1.910
H20 3.551 -5.313 -1.820
C21 0.988 -3.842 -3.436
C22 -2.668 -1.154 0.077

For reference, the Mulliken charges in units of e are: atom 1 (H): 0.376, atom 2 (C): -1.347, atom 3 (C): 0.525, atom 4 (N): 0.642, atom 5 (H): 0.635, atom 6 (H): 0.313, atom 7 (N): -1.316, atom 8 (F): -0.267, atom 9 (H): 0.432, atom 10 (C): 0.813, atom 11 (B): -0.203, atom 12 (F): -0.247, atom 13 (H): 0.256, atom 14 (H): 0.438, atom 15 (N): -1.162, atom 16 (C): -1.274, atom 17 (H): 0.365, atom 18 (N): 1.223, atom 19 (N): -1.171, atom 20 (C): -1.482, atom 21 (C): -1.215, atom 22 (H): 0.282, atom 23 (C): -1.372, atom 24 (C): -0.216, atom 25 (C): 0.666, atom 26 (H): 0.378, atom 27 (F): -0.243, atom 28 (C): 0.221, atom 29 (H): 0.445, atom 30 (C): -1.282, atom 31 (C): -1.241, atom 32 (Ca): 1.764, atom 33 (N): 1.662, atom 34 (H): 0.330, atom 35 (H): 0.588, atom 36 (C): 0.130, atom 37 (C): -0.020, atom 38 (C): -0.414, atom 39 (F): -0.272, atom 40 (F): -0.231, atom 41 (H): 0.233, atom 42 (C): 0.593, atom 43 (N): -1.152, atom 44 (H): 0.324, atom 45 (S): -0.372, atom 46 (C): 0.628, atom 47 (C): -0.143, atom 48 (H): 0.460, atom 49 (H): 0.082, atom 50 (C): 0.409, atom 51 (N): 1.488, atom 52 (C): -0.154, atom 53 (H): 0.558, atom 54 (H): 0.443, atom 55 (H): 0.384, atom 56 (H): 0.327, atom 57 (C): -1.217, atom 58 (C): 0.602

***

2.
The following is a DFT calculation (ωB97M-V/def2-TZVPD) of a 13-piece molecular cluster, C22H20Cl48FN4 overall at a distorted geometry.

Total charge: +1
Molar mass: 2061.17 g mol⁻¹
LUMO level: -2.96 eV

Cartesian coordinates (Å):
Cl1 0.835 0.197 -4.217
Cl2 2.728 -1.474 2.388
Cl3 6.925 2.401 -1.551
H1 -0.138 0.747 -1.081
C1 -1.567 3.103 1.999
Cl4 1.248 -3.391 3.968
C2 8.743 5.988 -5.451
Cl5 7.075 5.658 -4.949
H2 0.061 2.134 -1.876
H3 -4.162 -0.929 2.082
H4 -5.579 0.878 2.490
Cl6 -6.245 -6.482 2.287
C3 6.499 1.527 -3.027
C4 0.026 6.934 1.804
C5 0.731 2.160 1.424
C6 -4.138 0.105 0.063
Cl7 0.165 8.682 1.873
Cl8 6.276 -4.176 6.975
C7 -1.098 -0.114 -8.251
H5 -3.036 1.126 2.952
C8 -0.707 1.836 1.828
Cl9 0.909 -0.571 4.441
Cl10 9.850 5.201 -4.325
H6 1.798 1.319 -0.234
Cl11 -1.274 -1.864 -8.102
Cl12 1.314 6.260 0.804
Cl13 3.089 -9.011 3.872
H7 -1.460 3.416 3.040
H8 -0.669 1.368 2.816
Cl14 -3.400 -6.934 2.425
Cl15 4.868 1.999 -3.525
Cl16 4.627 -6.578 4.023
C9 -4.711 -6.271 1.449
H9 -5.001 -0.156 -0.556
Cl17 6.536 -0.212 -2.716
Cl18 4.111 5.237 -4.048
Cl19 -1.604 0.400 -9.857
Cl20 -3.583 -0.442 5.307
Cl21 7.645 1.924 -4.302
H10 1.388 1.440 1.916
Cl22 -0.114 -1.779 2.018
C10 -3.810 -2.173 5.648
Cl23 -1.538 6.499 1.078
N1 -3.001 2.827 1.794
C11 3.035 -7.260 3.700
Cl24 8.998 5.349 -7.075
Cl25 0.593 0.328 -7.992
Cl26 -2.106 0.681 -7.030
C12 -4.040 -7.253 -4.430
H11 -3.264 0.221 -0.579
C13 1.204 -1.805 3.209
C14 -3.395 2.348 0.616
H12 1.471 3.017 -0.442
N2 -2.846 2.822 -0.517
Cl27 0.122 6.257 3.433
Cl28 6.738 -3.486 4.214
Cl29 4.113 -3.172 5.356
C15 -3.813 -0.989 1.055
Cl30 -5.290 -2.392 6.571
H13 -1.257 3.952 1.394
Cl31 -3.793 -5.599 -3.842
H14 -3.048 -2.291 -0.389
Cl32 -4.756 -7.064 -0.121
Cl33 1.860 -6.596 4.850
Cl34 -2.607 -7.784 -5.306
H15 -1.167 1.099 1.164
Cl35 1.569 3.987 -3.549
C16 2.792 5.098 -2.896
C17 0.550 -1.488 -3.761
C18 -4.928 1.634 2.064
Cl36 6.252 -1.410 6.156
C19 1.028 2.086 -0.095
Cl37 3.411 4.459 -1.366
Cl38 -2.431 -2.770 6.562
C20 5.847 -3.061 5.680
H16 -2.650 -2.716 1.371
H17 -5.500 2.564 1.959
Cl39 2.533 -6.837 2.058
Cl40 -5.441 -7.292 -5.497
H18 -2.329 2.211 -1.136
Cl41 9.022 7.727 -5.443
C21 -3.674 2.012 2.813
Cl42 -3.930 -3.050 4.116
C22 -3.150 -2.064 0.670
F1 -3.830 2.587 4.021
H19 -2.831 3.812 -0.693
N3 -4.390 1.423 0.694
Cl43 -4.412 -4.532 1.195
N4 -0.131 1.754 -0.954
Cl44 -0.031 -1.536 -2.076
Cl45 -4.316 -8.320 -3.049
H20 0.978 3.147 1.829
Cl46 2.060 6.675 -2.612
Cl47 2.049 -2.394 -3.878
Cl48 -0.669 -2.191 -4.813

For reference, the Mulliken charges in units of e are: atom 1 (Cl): -0.024, atom 2 (Cl): -0.074, atom 3 (Cl): -0.111, atom 4 (H): -0.325, atom 5 (C): -0.783, atom 6 (Cl): 0.018, atom 7 (C): 0.260, atom 8 (Cl): -0.018, atom 9 (H): 0.269, atom 10 (H): 0.016, atom 11 (H): 0.305, atom 12 (Cl): -0.090, atom 13 (C): 0.289, atom 14 (C): 0.336, atom 15 (C): -0.960, atom 16 (C): -0.715, atom 17 (Cl): -0.082, atom 18 (Cl): -0.081, atom 19 (C): 0.331, atom 20 (H): 0.103, atom 21 (C): 0.726, atom 22 (Cl): -0.109, atom 23 (Cl): -0.087, atom 24 (H): 0.372, atom 25 (Cl): -0.086, atom 26 (Cl): -0.004, atom 27 (Cl): -0.091, atom 28 (H): 0.418, atom 29 (H): 0.285, atom 30 (Cl): -0.084, atom 31 (Cl): 0.007, atom 32 (Cl): -0.045, atom 33 (C): 0.227, atom 34 (H): 0.333, atom 35 (Cl): -0.101, atom 36 (Cl): 0.007, atom 37 (Cl): -0.091, atom 38 (Cl): -0.086, atom 39 (Cl): -0.064, atom 40 (H): 0.225, atom 41 (Cl): 0.047, atom 42 (C): 0.247, atom 43 (Cl): -0.123, atom 44 (N): 0.326, atom 45 (C): 0.320, atom 46 (Cl): -0.090, atom 47 (Cl): -0.074, atom 48 (Cl): -0.087, atom 49 (C): 0.359, atom 50 (H): 0.215, atom 51 (C): 0.044, atom 52 (C): -0.304, atom 53 (H): -0.579, atom 54 (N): -0.111, atom 55 (Cl): -0.096, atom 56 (Cl): -0.096, atom 57 (Cl): 0.056, atom 58 (C): 1.269, atom 59 (Cl): -0.086, atom 60 (H): -0.197, atom 61 (Cl): -0.075, atom 62 (H): 0.380, atom 63 (Cl): -0.025, atom 64 (Cl): -0.091, atom 65 (Cl): -0.094, atom 66 (H): -0.134, atom 67 (Cl): -0.037, atom 68 (C): 0.189, atom 69 (C): 0.098, atom 70 (C): -0.995, atom 71 (Cl): -0.106, atom 72 (C): 0.326, atom 73 (Cl): -0.081, atom 74 (Cl): -0.069, atom 75 (C): 0.229, atom 76 (H): 0.648, atom 77 (H): 0.372, atom 78 (Cl): -0.090, atom 79 (Cl): -0.089, atom 80 (H): 0.174, atom 81 (Cl): -0.096, atom 82 (C): 0.748, atom 83 (Cl): 0.009, atom 84 (C): -1.901, atom 85 (F): -0.404, atom 86 (H): 0.275, atom 87 (N): 0.312, atom 88 (Cl): -0.084, atom 89 (N): 0.005, atom 90 (Cl): 0.015, atom 91 (Cl): -0.090, atom 92 (H): 0.432, atom 93 (Cl): -0.080, atom 94 (Cl): -0.074, atom 95 (Cl): -0.052

***

3.
The following is a DFT calculation (ωB97M-V/def2-TZVPD) of a 4-piece molecular cluster, C22H20ClNO8 overall at a distorted geometry.

Molar mass: 461.85 g mol⁻¹
LUMO level: -1.95 eV

Cartesian coordinates (Å):
O1 -6.602 8.133 -0.565
H1 5.008 -4.271 -2.148
C1 4.189 -4.923 3.544
C2 -5.130 4.846 -2.511
H2 -7.712 7.132 -2.688
C3 -1.815 1.833 -1.543
H3 -6.816 5.134 -3.874
C4 4.583 -3.416 -1.637
O2 -3.640 -0.046 0.259
O3 3.716 -2.708 2.897
H4 -1.529 -1.287 -1.121
H5 -1.594 2.833 -2.158
C5 -6.823 6.612 -2.352
C6 4.752 -5.285 5.904
C7 4.528 -5.765 4.526
H6 -5.446 -0.230 -1.980
H7 4.934 -1.773 1.421
H8 3.242 -2.849 -3.181
O4 5.974 -3.828 0.220
C8 4.587 -3.839 6.155
H9 4.654 -6.828 4.357
C9 -4.949 6.456 -0.669
H10 4.021 -5.259 2.528
C10 3.636 -2.653 -2.191
C11 -4.469 5.383 -1.306
H11 -0.140 1.103 -2.906
O5 5.061 -6.055 6.803
O6 -4.690 3.863 -3.092
H12 0.035 -0.380 -0.525
O7 2.202 -0.795 -1.981
C12 -1.092 0.622 -2.376
H13 -3.811 2.099 -2.283
H14 -1.750 0.181 -3.264
C13 -3.800 0.371 -1.004
H15 4.122 -1.935 5.342
C14 4.540 -1.969 0.430
N1 -3.320 1.737 -1.436
C15 4.024 -3.478 3.796
H16 3.169 -0.351 0.387
C16 5.106 -3.130 -0.286
C17 -6.342 5.540 -2.988
H17 -4.476 6.862 0.217
Cl1 -1.063 2.148 0.151
C18 3.071 -1.492 -1.475
C19 -0.593 -0.651 -1.476
C20 -6.162 7.150 -1.146
C21 3.593 -1.206 -0.124
H18 0.088 -1.402 -2.106
H19 4.756 -3.503 7.171
O8 -4.493 -0.595 -1.920
H20 -3.580 4.863 -0.970
C22 4.248 -2.997 5.174

For reference, the Mulliken charges in units of e are: atom 1 (O): -0.541, atom 2 (H): 0.416, atom 3 (C): -0.233, atom 4 (C): 0.477, atom 5 (H): 0.398, atom 6 (C): -0.175, atom 7 (H): 0.421, atom 8 (C): -0.491, atom 9 (O): -0.481, atom 10 (O): -0.540, atom 11 (H): 0.297, atom 12 (H): 0.372, atom 13 (C): -0.394, atom 14 (C): 0.351, atom 15 (C): -0.397, atom 16 (H): 0.339, atom 17 (H): 0.236, atom 18 (H): 0.443, atom 19 (O): -0.587, atom 20 (C): -0.369, atom 21 (H): 0.402, atom 22 (C): -0.445, atom 23 (H): 0.407, atom 24 (C): -0.385, atom 25 (C): -0.125, atom 26 (H): 0.262, atom 27 (O): -0.551, atom 28 (O): -0.589, atom 29 (H): 0.198, atom 30 (O): -0.540, atom 31 (C): -0.353, atom 32 (H): 0.301, atom 33 (H): 0.238, atom 34 (C): 0.292, atom 35 (H): 0.423, atom 36 (C): -0.222, atom 37 (N): -0.071, atom 38 (C): 0.431, atom 39 (H): 0.439, atom 40 (C): 0.505, atom 41 (C): -0.337, atom 42 (H): 0.423, atom 43 (Cl): -0.205, atom 44 (C): 0.355, atom 45 (C): -0.766, atom 46 (C): 0.318, atom 47 (C): -0.159, atom 48 (H): 0.225, atom 49 (H): 0.397, atom 50 (O): -0.437, atom 51 (H): 0.365, atom 52 (C): -0.342

***

4.
The following is a DFT calculation (ωB97M-V/def2-TZVPD) of C22H20CsN5O3S2 as an isolated structure.

Energy relative to the best compared isomer or geometry (same formula, charge and spin): 25.17 kJ/mol
Molar mass: 599.47 g mol⁻¹
LUMO level: 0.12 eV

Cartesian coordinates (Å):
H1 -3.883 1.944 7.127
H2 3.998 -2.748 3.126
C1 0.213 -3.216 -1.667
C2 -0.263 -3.214 -3.005
N1 -3.815 1.181 6.474
H3 2.696 -3.239 -4.670
H4 -2.096 1.692 2.998
C3 -5.532 -0.892 -2.996
C4 1.996 -3.231 -3.850
H5 3.475 -3.250 -2.270
H6 5.342 -2.295 2.089
C5 3.033 -0.158 1.646
H7 -3.512 0.295 6.836
H8 -2.620 -1.410 -1.307
C6 -4.526 -1.551 -2.276
H9 -6.411 -1.438 -3.312
H10 -3.635 -2.891 3.565
O1 -3.497 2.677 4.808
H11 -1.667 3.280 -2.109
C7 -5.417 0.447 -3.311
C8 -3.658 -0.917 4.429
C9 -3.537 1.522 5.181
S1 -3.837 2.775 -3.125
C10 0.603 -3.219 -4.061
C11 -3.210 0.387 4.258
C12 -2.372 2.472 -2.259
C13 4.309 -2.058 2.342
C14 -3.394 -0.885 -1.857
C15 -3.263 0.469 -2.166
H12 -4.296 -1.178 5.265
N2 2.753 -1.155 0.776
O2 3.321 -3.353 0.528
H13 0.213 -3.216 -5.071
C16 -2.509 -1.479 2.418
C17 4.063 -0.594 2.691
H14 4.948 0.035 2.595
O3 2.531 0.966 1.619
Cs1 0.192 0.346 0.006
H15 2.010 -3.243 -0.581
C18 3.417 -2.272 1.122
H16 -1.334 -3.208 -3.149
H17 -6.190 0.959 -3.867
H18 -4.635 -2.601 -2.040
C19 -4.272 1.118 -2.887
N3 -2.183 1.277 -1.818
S2 -0.782 -3.204 -0.298
H19 3.659 -0.439 3.691
H20 -2.214 -2.207 1.672
N4 1.566 -3.227 -1.530
C20 -3.303 -1.865 3.487
C21 -2.430 0.671 3.143
N5 -2.068 -0.232 2.237
C22 2.433 -3.237 -2.560

For reference, the Mulliken charges in units of e are: atom 1 (H): 0.238, atom 2 (H): 0.227, atom 3 (C): 0.233, atom 4 (C): -0.797, atom 5 (N): -0.410, atom 6 (H): 0.400, atom 7 (H): 0.430, atom 8 (C): -0.506, atom 9 (C): -0.817, atom 10 (H): 0.401, atom 11 (H): 0.269, atom 12 (C): 0.442, atom 13 (H): 0.209, atom 14 (H): 0.470, atom 15 (C): -0.762, atom 16 (H): 0.370, atom 17 (H): 0.407, atom 18 (O): -0.605, atom 19 (H): 0.416, atom 20 (C): -0.471, atom 21 (C): -0.298, atom 22 (C): 0.365, atom 23 (S): -0.236, atom 24 (C): -0.067, atom 25 (C): 0.468, atom 26 (C): -0.181, atom 27 (C): -0.515, atom 28 (C): -0.054, atom 29 (C): -0.707, atom 30 (H): 0.450, atom 31 (N): -0.378, atom 32 (O): -0.875, atom 33 (H): 0.393, atom 34 (C): -0.045, atom 35 (C): -0.428, atom 36 (H): 0.242, atom 37 (O): -0.752, atom 38 (Cs): 1.058, atom 39 (H): 0.293, atom 40 (C): 0.396, atom 41 (H): 0.362, atom 42 (H): 0.392, atom 43 (H): 0.447, atom 44 (C): 0.841, atom 45 (N): -0.093, atom 46 (S): -0.292, atom 47 (H): 0.245, atom 48 (H): 0.154, atom 49 (N): 0.106, atom 50 (C): -0.866, atom 51 (C): -0.557, atom 52 (N): -0.021, atom 53 (C): 0.006